The following is a DFT calculation (the ωB97M-V functional and the def2-TZVPD basis) of C6H8CsLiO6 as an isolated structure in a non-equilibrium geometry.

Structure (XYZ):
```
22
Properties=species:S:1:pos:R:3:forces:R:3:mulliken_charge:R:1
O 5.8099 -3.1160 1.4771 0.15 -0.39 0.18 -0.183
C 6.0510 -2.0611 0.6166 0.47 1.51 1.10 -0.613
C 5.6903 -4.3278 0.7274 -0.24 -0.15 -0.12 -0.307
O 6.7650 -2.6540 -0.4839 0.19 -0.13 -0.98 -0.362
C 6.6279 -4.0866 -0.4494 -0.03 -0.35 -0.03 -0.341
H 4.6500 -4.4732 0.4034 0.20 -0.04 0.01 0.173
H 5.9984 -5.1634 1.3647 -0.07 0.18 -0.13 0.292
H 6.2207 -4.4451 -1.4037 0.08 -0.08 0.18 0.207
H 7.6226 -4.5233 -0.2879 -0.21 0.07 -0.07 0.256
O 4.7681 -1.7833 -0.0714 -2.14 1.54 -1.36 -0.027
Li 5.5730 -1.6250 -1.7551 0.22 -0.32 1.00 0.789
C 3.8854 -0.7056 0.4567 1.00 -1.12 1.39 -0.450
C 2.4538 -1.0423 0.1087 -0.69 -0.18 -0.15 -0.233
O 1.5981 -0.2650 0.9489 2.18 0.15 0.15 -0.271
C 0.2733 -0.3648 0.7690 -3.68 -0.09 -0.41 0.635
O -0.1921 -1.1189 -0.1208 0.98 -0.27 -0.28 -0.749
O -0.4481 0.3343 1.5245 0.80 0.22 0.28 -0.791
H 4.0450 -0.7145 1.5487 -0.29 -0.09 -0.37 0.279
H 4.1154 0.3344 0.1682 0.45 -0.51 -0.51 0.247
H 2.2436 -2.1123 0.2480 0.16 0.26 -0.02 0.245
H 2.2463 -0.7974 -0.9433 -0.05 -0.15 0.12 0.210
Cs -5.7173 0.6153 0.8522 0.49 -0.08 0.02 0.996
```
Positions in Å, forces in eV/Å.

Orbital gap   3.482 eV
Relative energy (zero: lowest compared OMol25 entry of this formula, charge and spin)   374.35 kJ/mol
Charge   0